1.
80
Properties=species:S:1:pos:R:3:forces:R:3 method="wB97M-V/def2-TZVPD" gap_ev=7.58 total_energy_ev=-44077.1913 e_homo_ev=-11.07 total_charge=+1
N 3.69989 -3.52329 0.48152 0.94 -0.02 -0.14
C 2.74965 -2.60367 0.09872 0.80 -0.66 0.13
N 2.33232 -2.64885 -1.18527 -1.25 -1.08 1.08
C 0.85632 -2.41089 -1.40061 0.26 0.77 -0.11
C 0.14698 -2.26797 -0.06034 -0.70 -0.23 0.19
C -1.36148 -1.99089 -0.31377 0.18 -0.13 -0.94
C -1.69459 -0.75652 -1.18638 -1.42 -0.22 0.52
C -3.23026 -0.75896 -1.45737 0.27 0.38 0.46
F -3.49343 -0.35885 -2.75709 0.10 -0.14 0.04
C 0.87919 -1.28976 0.85530 0.45 2.05 0.29
C 1.02104 0.17468 0.24936 1.34 -0.73 0.20
C 2.47278 0.75326 0.35734 -1.03 1.40 -0.52
C 2.36874 2.26212 -0.08133 -0.64 -0.28 0.47
C 2.36826 3.25598 1.11604 0.35 0.59 -0.87
O 3.55376 4.10957 0.99680 -0.01 -1.15 0.09
C 4.62426 3.37558 1.48345 -0.50 0.65 -1.34
O 4.85592 3.36592 2.62790 0.75 -0.32 2.12
C 0.33919 -1.25285 2.31927 0.67 0.48 -0.70
C -0.96057 -0.45736 2.51999 -0.85 -1.83 1.03
O -0.87450 0.27957 3.76294 -0.64 0.49 -1.80
C -1.49348 1.50936 3.60060 0.20 -0.93 -0.05
O -1.03789 2.44020 4.13360 0.54 1.87 1.11
N 2.31241 -1.77216 1.01742 -2.33 -1.59 -0.41
H 4.63787 -3.46506 0.11041 -0.25 -0.21 -0.14
H 3.48536 -4.30088 1.08634 -0.03 0.35 0.16
H 2.49293 -3.61592 -1.45619 0.69 0.41 -0.54
H 0.76353 -1.52820 -2.04189 -0.17 -0.27 0.19
H 0.42872 -3.27608 -1.92400 0.37 0.24 -0.01
H 0.17877 -3.25841 0.44126 0.09 0.30 -0.14
H -1.97191 -1.99181 0.60058 0.43 0.10 -0.11
H -1.73098 -2.86592 -0.88151 0.14 0.19 0.28
H -1.22895 -0.75452 -2.17867 0.16 0.02 0.37
H -1.49827 0.17005 -0.63384 0.35 -0.13 -0.45
H -3.71104 -0.02301 -0.79689 -0.03 -0.27 -0.14
H -3.69112 -1.74092 -1.28150 0.17 0.15 -0.23
H 0.82382 0.14617 -0.82973 -0.40 0.22 0.42
H 0.38555 0.90229 0.76403 -0.17 -0.35 -0.32
H 3.16145 0.27204 -0.34658 -0.08 -0.26 0.49
H 2.81951 0.73925 1.39946 0.22 -0.33 -0.37
H 1.41791 2.41872 -0.61891 0.36 -0.16 0.01
H 3.15555 2.53104 -0.79637 -0.12 0.02 0.36
H 2.36474 2.75735 2.09809 0.02 0.14 -0.26
H 1.52397 3.95496 1.07862 0.22 -0.25 -0.02
H 5.24234 2.80284 0.76465 -0.34 0.37 -0.27
H 1.12936 -0.75468 2.90923 -0.36 -0.05 -0.07
H 0.27902 -2.29277 2.68202 -0.26 0.36 0.01
H -1.26791 0.15947 1.66800 0.41 0.05 0.24
H -1.77249 -1.19265 2.67348 0.18 0.30 -0.25
H -2.39059 1.61343 2.96059 0.16 -0.78 -0.03
H 2.47419 -2.12791 1.95722 0.67 0.43 -0.06
C -2.80552 -8.00881 -0.10810 0.16 0.06 -0.09
C -3.73292 -6.90412 -0.58396 -0.05 -0.21 0.05
O -3.05324 -5.77371 -1.11333 0.13 0.36 0.10
C -2.22620 -6.01264 -2.24040 -0.05 -0.16 -0.04
C -2.97356 -6.57169 -3.43776 -0.08 -0.01 0.00
H -2.11734 -7.62920 0.65056 -0.06 -0.02 0.03
H -3.38261 -8.82850 0.32071 0.00 0.04 0.01
H -2.20336 -8.41609 -0.92160 -0.07 -0.07 -0.01
H -4.31331 -6.53876 0.26373 0.05 0.16 -0.07
H -4.45501 -7.28696 -1.31129 0.04 -0.04 -0.03
H -1.38690 -6.66170 -1.96354 -0.03 -0.07 -0.04
H -1.79240 -5.04592 -2.51257 -0.10 0.06 0.12
H -3.42157 -7.54191 -3.22269 0.09 -0.03 -0.02
H -2.29531 -6.69665 -4.28299 -0.01 0.01 0.02
H -3.77861 -5.89685 -3.73288 0.04 0.01 0.00
C 1.34169 7.60626 1.40966 -0.10 0.06 0.02
C 1.29433 7.00323 0.01611 0.04 0.14 0.12
O -0.02207 6.79870 -0.47088 -0.07 -0.32 -0.07
C -0.83468 7.95605 -0.58889 -0.01 0.16 0.01
C -0.26947 9.00827 -1.52702 0.14 -0.04 -0.03
H 0.80000 6.97492 2.11743 0.05 -0.01 -0.01
H 2.37506 7.70358 1.74527 -0.02 -0.04 -0.01
H 0.88631 8.59675 1.44146 0.08 0.03 -0.02
H 1.76878 6.02095 0.04452 -0.11 -0.03 -0.12
H 1.87242 7.60581 -0.69221 0.01 0.05 0.04
H -1.03363 8.38105 0.40070 0.05 0.05 -0.01
H -1.79561 7.61354 -0.97573 0.08 -0.15 0.03
H 0.69162 9.39149 -1.18152 -0.05 0.07 0.05
H -0.95651 9.85168 -1.60599 -0.01 -0.03 0.00
H -0.11620 8.58817 -2.52280 -0.04 0.01 0.01

2.
78
Properties=species:S:1:pos:R:3:forces:R:3 method="wB97M-V/def2-TZVPD" gap_ev="6.38 / 7.53" total_energy_ev=-93312.1061 multiplicity=4 de_lowest_kj_mol=30.49 s_squared=3.766 e_homo_ev="-6.09 / -7.33" total_charge=0
O -0.35170 -1.62077 0.30091 -0.27 -3.05 -1.72
O -2.26389 -0.63109 -3.31642 -0.67 -0.21 -0.56
C 0.44510 -2.68068 -0.48213 -0.83 1.23 0.45
C 0.91977 -3.78626 0.42217 0.37 -0.30 0.21
H 1.24949 -2.10431 -0.95040 -0.15 -0.07 0.28
H -0.23592 -3.02517 -1.26394 0.10 -0.04 0.07
H 1.57697 -3.42142 1.22396 -0.30 0.05 -0.29
H 1.51813 -4.51622 -0.14167 -0.29 0.19 -0.05
H 0.07458 -4.31710 0.88043 0.35 -0.01 -0.17
C -1.49718 -2.23600 1.02418 0.27 -0.19 -0.88
C -2.49951 -2.85751 0.06899 -0.37 0.02 0.07
H -1.95169 -1.41669 1.60655 0.15 -0.14 -0.14
H -1.14993 -3.03306 1.68746 0.15 0.51 0.22
H -2.66162 -2.23122 -0.81221 0.00 -0.03 0.07
H -3.44993 -2.97028 0.60415 0.09 0.05 -0.15
H -2.20656 -3.86937 -0.24125 0.08 0.32 0.00
C -3.34773 0.28574 -3.53562 0.08 -0.12 0.15
C -2.21296 -1.66577 -4.30316 0.08 0.27 0.18
C -4.54486 -0.00997 -2.64061 -0.26 -0.04 0.11
H -3.68025 0.26630 -4.59080 0.33 0.06 0.27
H -2.93721 1.27990 -3.31831 -0.20 -0.14 -0.07
H -5.01016 -0.97901 -2.87080 0.27 0.26 0.11
H -5.32461 0.74568 -2.80135 0.20 -0.02 0.09
H -4.26353 0.00026 -1.57796 -0.04 0.01 -0.29
C -3.47747 -2.50516 -4.38970 -0.11 -0.19 -0.13
H -1.35387 -2.28421 -4.02937 -0.06 0.05 -0.01
H -1.99802 -1.20448 -5.28192 -0.03 -0.16 0.12
H -3.80392 -2.87939 -3.41358 0.17 0.11 -0.08
H -3.30417 -3.37502 -5.02937 0.04 0.09 -0.01
H -4.30076 -1.93678 -4.83250 0.07 -0.10 0.08
H -0.39639 -0.27609 -1.83302 0.33 1.01 -0.24
V 0.31178 -0.64239 1.85643 0.87 0.60 0.02
C -0.11451 0.80929 -1.86102 -0.51 -0.72 0.56
Si 0.58383 1.35678 -3.51971 0.35 0.26 -0.64
H -1.04318 1.33632 -1.56302 0.45 -0.07 -0.22
H 0.61980 0.96087 -1.04895 -0.18 0.08 -0.40
C 1.49556 -0.02980 -4.43499 -0.02 0.21 0.14
C 1.81152 2.78000 -3.32324 0.05 -0.15 0.07
C -0.55726 2.06327 -4.85262 -0.29 -0.06 0.07
C 2.26091 0.02351 1.41856 -0.28 0.07 -0.17
Si 3.52459 0.92990 2.43972 -0.39 -0.81 -0.22
H 2.00182 0.45627 0.43209 0.64 -0.03 0.08
H 2.68705 -0.99832 1.30522 -0.09 0.43 -0.42
C 4.40900 2.22691 1.40819 0.19 0.29 -0.06
C 4.72263 -0.44035 2.93010 0.33 0.08 0.02
C 2.93652 1.65319 4.07884 -0.10 0.39 0.17
H 0.07699 2.17010 -5.74955 -0.21 0.00 0.27
H -0.92595 3.06930 -4.59331 -0.02 -0.37 -0.08
H -1.40173 1.41185 -5.11960 0.19 0.25 0.05
H 2.39814 -0.32559 -3.87702 -0.26 -0.10 -0.27
H 1.79969 0.39675 -5.41404 -0.07 -0.36 0.50
H 0.84604 -0.90208 -4.61119 0.30 0.20 0.05
H 2.44491 2.66890 -2.43305 -0.09 0.15 -0.20
H 1.28126 3.74506 -3.28819 0.24 -0.27 0.11
H 2.45940 2.78280 -4.21591 -0.15 0.09 0.30
H 4.94833 -1.05228 2.04502 0.07 0.12 0.23
H 4.26175 -1.09408 3.68841 0.16 0.20 -0.21
H 5.66465 -0.03019 3.32375 -0.17 -0.23 0.02
H 2.78696 0.87360 4.84013 0.09 0.08 -0.26
H 1.98900 2.20437 4.00536 0.18 -0.02 -0.06
H 3.69605 2.34999 4.47089 -0.21 -0.17 -0.05
H 5.28807 2.63321 1.92324 -0.12 0.01 -0.03
H 3.75803 3.06981 1.14010 0.05 -0.13 0.11
H 4.75839 1.79013 0.46480 -0.07 -0.04 0.15
S 1.14221 -2.20562 3.56686 0.20 -1.11 0.12
C 0.42198 -0.94759 4.38109 -1.22 2.25 -0.72
N -0.21771 0.01541 3.62715 0.07 0.19 3.38
C -0.69598 1.07517 4.41660 0.81 -0.29 0.09
C -1.23654 2.29484 3.95479 0.08 -0.29 0.40
C -1.51797 3.28386 4.90392 0.02 -0.29 0.09
C -1.28865 3.06263 6.27546 0.15 -0.19 0.05
C -0.70331 1.87398 6.72971 -0.39 0.35 -0.32
C -0.40922 0.89770 5.79367 0.08 0.14 -0.44
S 0.49559 -0.58410 6.07501 -0.50 0.26 -0.18
H -1.40054 2.46213 2.88119 0.11 -0.10 0.55
H -1.90743 4.25486 4.58507 0.07 -0.41 0.07
H -1.55074 3.82903 7.00638 0.12 -0.14 -0.29
H -0.47192 1.69576 7.77495 -0.09 0.22 -0.07

3.
95
Properties=species:S:1:pos:R:3:forces:R:3 method="wB97M-V/def2-TZVPD" gap_ev=6.15 total_energy_ev=-70475.3848 e_homo_ev=-4.16 total_charge=-1
C -2.51178 -0.79406 5.24264 0.13 -0.16 -0.51
C -2.65015 -0.76838 3.67049 -0.81 -0.22 0.89
O -1.54402 -1.37950 3.02780 -0.12 1.07 -0.09
C -1.28060 -0.85096 1.73021 0.74 -0.20 -1.20
C 0.21898 -0.37065 1.56407 -0.50 -0.97 0.91
C 0.76988 0.42217 2.78934 1.42 -0.67 0.05
C 2.27059 -0.10528 2.99367 1.54 -0.82 0.42
O 3.05832 0.07272 2.03685 -0.77 0.65 -0.74
O 2.61391 -0.71158 4.03891 -1.57 0.45 -0.04
N 0.85937 1.90558 2.58201 -1.40 0.73 1.64
B -0.38798 2.49162 2.03522 0.72 0.44 -0.90
C -1.75541 2.72784 2.83989 -0.62 -0.52 -0.61
O -0.37296 2.88912 0.66642 -0.79 -1.26 1.09
B 1.08670 2.63722 3.81861 0.20 0.13 -0.01
O 1.36888 2.06302 5.04561 -0.12 0.35 -0.55
O 0.96086 4.06443 3.77200 0.56 -0.38 -0.11
C 2.18947 4.68351 3.33048 -0.41 0.19 0.00
H -2.49951 0.24596 5.64345 -0.09 -0.78 -0.21
H -1.56096 -1.28161 5.55826 -0.67 0.29 -0.38
H -3.36604 -1.36028 5.67030 0.57 0.44 -0.06
H -2.82214 0.29271 3.39006 0.45 -0.64 -0.22
H -3.57783 -1.32286 3.36016 0.56 0.40 0.30
H -1.39747 -1.69938 1.00502 -0.18 0.72 0.39
H -2.01000 -0.05353 1.44547 0.38 -0.48 0.36
H 0.80555 -1.32164 1.52621 -0.33 0.76 0.03
H 0.39645 0.12043 0.58126 -0.25 -0.09 0.74
H 0.25292 0.18130 3.74649 -0.01 0.08 -0.84
H -2.57622 2.25420 2.23164 0.47 0.41 0.49
H -2.00891 3.81298 2.86792 0.28 -0.72 0.23
H -1.80324 2.23965 3.83666 0.14 0.57 -0.47
H -1.24014 2.59232 0.33748 0.27 0.77 -0.21
H 1.55180 2.74374 5.70899 -0.11 -0.22 -0.28
H 2.96326 3.89141 3.21350 -0.22 0.81 -0.14
H 1.99149 5.22635 2.37560 0.36 -0.55 0.54
H 2.50026 5.44097 4.08843 -0.06 -0.61 -0.45
C -2.86637 5.70234 5.99901 0.41 -0.02 0.15
O -4.01238 5.84734 5.15799 -0.19 0.01 0.00
C -5.15406 5.43276 5.71016 0.16 0.04 -0.13
O -5.28071 4.96868 6.81347 -0.06 0.06 -0.09
O -6.13734 5.62325 4.82172 0.07 0.02 0.02
C -7.42537 5.22045 5.28157 -0.31 -0.07 0.02
H -2.00252 6.06844 5.44816 -0.20 0.00 -0.19
H -2.97795 6.29700 6.90603 -0.10 -0.14 0.02
H -2.69978 4.65374 6.24463 -0.10 0.06 0.08
H -7.71809 5.79567 6.16036 0.08 -0.13 0.05
H -7.43976 4.15250 5.49997 0.05 0.08 0.13
H -8.13541 5.42156 4.48170 0.22 0.07 -0.10
C 1.74916 -3.90502 -0.38261 0.39 0.20 0.27
O 0.57989 -4.05311 -1.19359 -0.15 -0.13 -0.10
C 0.07146 -5.28335 -1.22309 0.13 0.30 0.02
O 0.50067 -6.24754 -0.64383 -0.11 0.01 -0.10
O -1.00484 -5.25933 -2.02111 -0.01 -0.02 -0.02
C -1.66297 -6.51685 -2.15930 -0.25 -0.21 -0.09
H 2.06302 -2.86506 -0.44359 -0.22 -0.01 -0.11
H 1.52912 -4.13853 0.65872 0.02 -0.11 -0.08
H 2.55806 -4.53396 -0.75462 -0.12 -0.10 0.07
H -2.03330 -6.86561 -1.19474 0.18 -0.05 -0.01
H -0.99472 -7.25476 -2.60395 0.01 0.00 0.15
H -2.51066 -6.37019 -2.82594 0.13 0.22 -0.03
C 2.74300 2.18918 -0.13882 -0.30 -0.07 0.28
O 3.50670 2.93119 -1.11429 0.31 0.12 -0.33
C 4.75740 2.51583 -1.27326 -0.58 0.10 0.34
O 5.28355 1.60453 -0.69137 0.26 0.10 -0.29
O 5.33953 3.29488 -2.20818 0.08 0.01 -0.10
C 6.69546 2.95998 -2.48379 0.18 0.06 -0.03
H 1.74835 2.62194 -0.10756 0.13 0.18 -0.20
H 2.65876 1.14342 -0.43144 0.27 0.00 0.20
H 3.18799 2.27097 0.84977 0.11 -0.31 -0.12
H 6.77285 1.94365 -2.87149 0.07 -0.01 0.16
H 7.31049 3.07614 -1.59072 -0.04 -0.18 0.00
H 7.05438 3.65011 -3.24577 -0.22 0.06 0.02
C -3.40634 -6.58616 -8.30415 -0.21 -0.18 -0.12
O -2.36545 -5.62843 -8.12452 0.02 0.02 0.03
C -1.99322 -5.45614 -6.84915 0.19 0.19 0.00
O -2.45701 -6.02823 -5.89646 -0.02 -0.01 -0.13
O -1.02228 -4.54303 -6.82167 -0.17 -0.15 -0.14
C -0.52267 -4.25517 -5.51115 0.25 0.22 0.39
H -3.62113 -6.63924 -9.36976 0.18 0.17 0.01
H -3.08651 -7.57123 -7.96366 -0.07 0.08 0.13
H -4.31096 -6.27473 -7.78141 0.09 -0.09 0.10
H -0.08834 -5.14709 -5.06022 -0.17 0.00 0.03
H -1.31187 -3.85094 -4.87804 0.00 -0.18 0.02
H 0.25823 -3.50380 -5.61257 -0.07 -0.04 -0.21
C 2.03466 -1.09346 -7.33929 -0.17 -0.11 -0.19
O 2.98075 -0.29883 -6.62835 0.02 0.00 0.03
C 3.11542 -0.63193 -5.33646 0.20 0.21 0.14
O 2.51973 -1.51256 -4.77149 -0.01 0.02 -0.16
O 4.02138 0.18080 -4.79255 -0.14 -0.13 -0.22
C 4.27185 -0.05852 -3.40220 0.07 -0.02 0.38
H 2.01193 -0.73400 -8.36633 0.16 0.14 0.11
H 2.33692 -2.14124 -7.34361 -0.09 0.02 0.12
H 1.03846 -0.98337 -6.90968 0.07 -0.12 0.07
H 4.66430 -1.06376 -3.24983 -0.17 0.00 -0.01
H 3.36570 0.09380 -2.81634 0.02 -0.13 -0.05
H 5.01953 0.65546 -3.07242 -0.05 0.03 -0.25

| no. | F_max (eV Å⁻¹) |
| --- | --- |
| 1 | 2.85 |
| 2 | 3.51 |
| 3 | 2.28 |